(1)
Density functional theory data (wB97M-V/def2-TZVPD) for 10 unconnected molecules or ions with the total composition C31H65N3O19S3.

Calculated values
**Total charge**: 0
**Spin multiplicity**: 1
**SMILES**: O=S1(=O)OCCO1.O=S1(=O)OCCO1.O=S1(=O)OCCO1.CNC(C)=O.CNC(C)=O.CNC(C)=O.C1CCOC1.C1CCOC1.C1CCOC1.C1CCOC1
**Electronic energy**: -109070.8615 eV

CARTESIAN COORDINATES (ANGSTROEM)
1 O 4.4891 0.0946 0.9316
2 S 4.4612 -1.0377 1.8743
3 O 3.3376 -1.9307 1.8716
4 O 5.9001 -1.8764 1.7697
5 C 6.9582 -1.1610 2.4946
6 C 6.2371 -0.3593 3.6079
7 O 4.8234 -0.5503 3.4498
8 H 7.6727 -1.8542 2.9387
9 H 7.5825 -0.5306 1.8614
10 H 6.4440 0.7034 3.4814
11 H 6.4269 -0.7544 4.6058
12 O -1.4426 1.3393 0.7198
13 S -0.5461 0.9946 -0.3414
14 O -0.3183 1.9395 -1.4566
15 O 0.7865 0.2992 0.3618
16 C 0.8503 -1.0367 0.0230
17 C -0.5825 -1.5454 -0.2245
18 O -1.0310 -0.4313 -1.0249
19 H 1.3189 -1.0141 -0.9609
20 H 1.4226 -1.7333 0.6356
21 H -1.0960 -1.5724 0.7366
22 H -0.5370 -2.5653 -0.6062
23 O 2.1117 5.9313 -6.8999
24 S 2.3233 5.9471 -5.4259
25 O 3.5503 6.5907 -4.9025
26 O 0.9824 6.4230 -4.5190
27 C 0.8075 5.5858 -3.3978
28 C 1.6539 4.3310 -3.5437
29 O 2.1433 4.4166 -4.8260
30 H 1.2289 6.2246 -2.6217
31 H -0.2553 5.3439 -3.4035
32 H 1.2024 3.3703 -3.2959
33 H 2.5167 4.4687 -2.8919
34 C -1.7911 0.5703 3.8534
35 N -2.1630 1.3877 4.9687
36 C -2.0483 2.7164 4.8538
37 C -2.4128 3.4611 6.1862
38 O -1.6259 3.3432 3.9381
39 H -1.3539 -0.3878 4.1345
40 H -1.0580 1.0681 3.2186
41 H -2.6640 0.4311 3.2155
42 H -2.3012 1.0483 5.9099
43 H -2.4111 4.5406 6.0350
44 H -1.7783 3.1872 7.0291
45 H -3.4604 3.2922 6.4351
46 C -6.8938 -2.2041 -4.4486
47 N -5.8638 -2.0824 -3.3389
48 C -5.5672 -0.9028 -2.8378
49 C -4.3947 -0.8147 -1.8006
50 O -6.0916 0.1495 -3.1708
51 H -7.8541 -1.7669 -4.1752
52 H -7.0802 -3.2079 -4.8303
53 H -6.5097 -1.7666 -5.3701
54 H -5.4197 -2.9110 -2.9696
55 H -3.6200 -1.5565 -1.9946
56 H -4.7909 -1.0538 -0.8137
57 H -3.9173 0.1452 -1.6035
58 C -1.4788 -4.3538 4.1860
59 N -2.4657 -4.5681 3.1709
60 C -3.0918 -3.6644 2.4655
61 C -4.0819 -4.1423 1.5008
62 O -2.9137 -2.4485 2.5503
63 H -0.4764 -4.5308 3.7961
64 H -1.5208 -5.0372 5.0342
65 H -1.4180 -3.3338 4.5654
66 H -2.6077 -5.5455 2.9597
67 H -3.5999 -4.3921 0.5556
68 H -4.8034 -3.3358 1.3702
69 H -4.7447 -4.8502 1.9983
70 C 2.4358 4.2275 1.8783
71 C 3.2675 3.0048 1.4058
72 C 3.1143 3.1378 -0.0966
73 O 2.6792 4.5111 -0.4305
74 C 2.4313 5.2608 0.7900
75 H 2.6574 4.6036 2.8771
76 H 1.3895 3.9329 1.9596
77 H 2.8332 2.0376 1.6590
78 H 4.2982 3.1528 1.7282
79 H 2.2440 2.5114 -0.2924
80 H 4.0380 2.9266 -0.6353
81 H 1.5918 5.8987 1.0663
82 H 3.2719 5.9071 1.0427
83 C 3.7269 -3.0570 -3.9199
84 C 4.2604 -3.9295 -2.8475
85 C 3.3487 -3.3021 -1.7686
86 O 2.1978 -2.6902 -2.2894
87 C 2.2612 -2.7857 -3.6733
88 H 3.8260 -3.5924 -4.8641
89 H 4.2578 -2.1198 -4.0870
90 H 5.3294 -3.8995 -2.6369
91 H 3.9504 -4.9651 -2.9871
92 H 3.9116 -2.5365 -1.2347
93 H 2.9937 -4.0028 -1.0130
94 H 1.8675 -1.9029 -4.1770
95 H 1.5075 -3.5181 -3.9625
96 C 0.4388 -6.3960 -0.5163
97 C -0.0983 -6.4667 -1.9730
98 C -1.5070 -5.8400 -1.9718
99 O -1.5178 -5.1782 -0.7293
100 C -0.8197 -5.8637 0.2110
101 H 1.2479 -5.6821 -0.3621
102 H 0.8090 -7.3095 -0.0509
103 H -0.1944 -7.4813 -2.3595
104 H 0.5496 -5.8389 -2.5847
105 H -2.3028 -6.5810 -2.0477
106 H -1.5572 -5.1177 -2.7866
107 H -1.4873 -6.6827 0.4783
108 H -0.5163 -5.3992 1.1492
109 C -3.0592 5.9150 0.6731
110 C -2.5474 4.5189 0.2445
111 C -1.0521 4.5995 0.1445
112 O -0.7496 5.9861 0.2085
113 C -2.0367 6.7265 -0.0846
114 H -2.9732 6.0272 1.7539
115 H -4.1016 6.0655 0.3924
116 H -2.8836 4.0710 -0.6907
117 H -2.9400 3.7945 0.9581
118 H -0.7322 4.4159 -0.8812
119 H -0.4182 3.8824 0.6662
120 H -2.3108 6.7128 -1.1395
121 H -2.0801 7.7754 0.2084

(2)
Density functional theory data (wB97M-V/def2-TZVPD) for a molecular structure, C53H43BrN4OP2SeV.

Calculated values
**Total charge**: +1
**Spin multiplicity**: 3
**Relative energy (zero: lowest compared OMol25 entry of this formula, charge and spin)**: 80.2 kJ/mol
**Electronic energy**: -243318.7909 eV

CARTESIAN COORDINATES (ANGSTROEM)
1 V 0.2502 -0.0362 -0.2369
2 Br 7.2143 -0.5909 -2.2335
3 C 5.3654 -0.7611 -1.8546
4 C 4.5276 -1.4002 -2.7710
5 C 3.1825 -1.5275 -2.5107
6 C 2.6229 -1.0108 -1.3361
7 O 1.3410 -1.1663 -1.0525
8 C 3.4775 -0.3284 -0.4295
9 C 2.9587 0.3014 0.7402
10 N 1.6910 0.4610 0.9678
11 C 1.2579 1.2056 2.0730
12 C 1.9218 1.3991 3.2608
13 C 1.4296 2.3213 4.1976
14 C 0.2976 3.0450 3.9423
15 C -0.4518 2.8099 2.7700
16 C -1.6490 3.4889 2.4489
17 C -2.3232 3.1396 1.3151
18 C -1.8352 2.0975 0.5110
19 N -0.7053 1.4543 0.7496
20 C 0.0041 1.8366 1.8595
21 C 4.8536 -0.2343 -0.6992
22 H 4.9494 -1.7952 -3.6853
23 H 2.5272 -2.0129 -3.2176
24 H 3.6855 0.7211 1.4332
25 H 2.8340 0.8567 3.4754
26 H 1.9724 2.4696 5.1216
27 H -0.0597 3.7881 4.6441
28 H -2.0158 4.2657 3.1081
29 H -3.2322 3.6425 1.0163
30 H -2.4027 1.7781 -0.3516
31 H 5.4971 0.2850 0.0001
32 C -1.4384 -3.0169 -0.9291
33 N -2.5311 -2.9741 0.0019
34 C -2.2306 -2.5659 1.3519
35 P -0.7612 -1.4304 1.6016
36 C -1.4469 -0.6245 3.1012
37 C -2.7261 -0.0696 3.0258
38 C -3.3064 0.5312 4.1299
39 C -2.6185 0.5855 5.3323
40 C -1.3463 0.0409 5.4171
41 C -0.7586 -0.5514 4.3096
42 C 0.4385 -2.6308 2.2957
43 C 0.1072 -3.4032 3.4132
44 C 0.9853 -4.3631 3.8838
45 C 2.2027 -4.5720 3.2472
46 C 2.5377 -3.8165 2.1364
47 C 1.6593 -2.8498 1.6639
48 C -3.6364 -3.8222 -0.1745
49 C -4.4110 -4.2431 0.9108
50 C -5.5057 -5.0742 0.7200
51 C -5.8576 -5.5078 -0.5463
52 C -5.1067 -5.0783 -1.6304
53 C -4.0199 -4.2405 -1.4535
54 P -1.2316 -1.3638 -1.8024
55 C -0.4946 -1.9240 -3.3718
56 C -0.5413 -1.1087 -4.5025
57 C 0.0522 -1.5106 -5.6882
58 C 0.7071 -2.7319 -5.7615
59 C 0.7714 -3.5449 -4.6399
60 C 0.1827 -3.1407 -3.4501
61 C -2.9748 -1.0088 -2.2008
62 C -3.7175 -0.4471 -1.1619
63 C -5.0735 -0.2072 -1.3013
64 C -5.6992 -0.5101 -2.5027
65 C -4.9670 -1.0565 -3.5455
66 C -3.6112 -1.3136 -3.4000
67 H -1.6112 -3.7883 -1.6748
68 H -0.4977 -3.2474 -0.4150
69 H -2.0338 -3.4301 1.9977
70 H -3.1047 -2.0500 1.7515
71 H -3.2825 -0.1155 2.0965
72 H -4.3025 0.9474 4.0465
73 H -3.0730 1.0459 6.1999
74 H -0.8047 0.0699 6.3540
75 H 0.2306 -0.9795 4.3966
76 H -0.8368 -3.2475 3.9205
77 H 0.7144 -4.9552 4.7482
78 H 2.8805 -5.3289 3.6190
79 H 3.4804 -3.9769 1.6295
80 H 1.9198 -2.2768 0.7853
81 H -4.1758 -3.9385 1.9206
82 H -6.0821 -5.3869 1.5811
83 H -6.7024 -6.1683 -0.6858
84 H -5.3726 -5.3951 -2.6308
85 H -3.4879 -3.8951 -2.3289
86 H -1.0409 -0.1488 -4.4568
87 H 0.0039 -0.8703 -6.5591
88 H 1.1708 -3.0463 -6.6872
89 H 1.2924 -4.4929 -4.6837
90 H 0.2754 -3.7836 -2.5850
91 H -3.2142 -0.2143 -0.2300
92 H -5.6408 0.2096 -0.4785
93 H -6.7564 -0.3178 -2.6289
94 H -5.4648 -1.2955 -4.4766
95 H -3.0561 -1.7594 -4.2154
96 Se 0.8446 1.6225 -1.9827
97 C -0.6240 2.8303 -2.1915
98 C -0.5714 4.1243 -1.6864
99 C -1.6955 4.9303 -1.8086
100 N -2.8271 4.5353 -2.3821
101 C -2.8546 3.3130 -2.9083
102 C -1.7850 2.4323 -2.8490
103 H 0.3238 4.4900 -1.2009
104 H -1.6935 5.9406 -1.4113
105 H -3.7797 3.0225 -3.3962
106 H -1.8629 1.4449 -3.2829

(3)
Density functional theory data (wB97M-V/def2-TZVPD) for a molecular structure, C8H14CuNO8P2.

Calculated values
**Total charge**: 0
**Spin multiplicity**: 1
**Relative energy (zero: lowest compared OMol25 entry of this formula, charge and spin)**: 45.6 kJ/mol
**Electronic energy**: -89615.8985 eV

CARTESIAN COORDINATES (ANGSTROEM)
1 Cu 7.6627 10.0277 4.8354
2 O 10.4530 9.9594 2.7307
3 C 10.6478 10.4110 4.0536
4 C 10.0440 11.7393 4.2889
5 C 10.7583 12.8767 3.9471
6 C 10.2376 14.1324 4.2315
7 C 8.9429 14.1017 4.9163
8 C 8.2517 12.8917 5.1670
9 N 8.8252 11.7233 4.7949
10 H 9.9008 9.1407 2.8520
11 H 11.7320 10.4500 4.3322
12 H 10.0090 9.7780 4.6901
13 H 11.6854 12.7158 3.5370
14 H 10.6453 15.1101 4.1044
15 H 8.5285 15.0354 5.2521
16 H 7.2418 12.9327 5.5343
17 C 5.8689 5.3784 3.4764
18 C 6.3057 6.8001 3.6301
19 O 5.9055 7.6636 2.5768
20 P 5.3859 7.6792 4.8828
21 O 3.8656 7.5224 4.5856
22 O 5.4036 6.6827 6.1584
23 O 5.8738 9.0872 5.2098
24 P 8.2273 6.8910 3.8976
25 O 8.3032 6.4773 5.4704
26 O 8.9452 5.9653 2.9923
27 O 8.4594 8.4033 3.7489
28 H 5.0950 5.2798 2.6745
29 H 5.4562 4.9977 4.3821
30 H 6.6842 4.8321 3.0478
31 H 6.6491 8.3625 2.3941
32 H 3.4652 8.2827 4.1146
33 H 6.3595 6.4268 6.1978
34 H 8.8372 5.6529 5.5634

(4)
Density functional theory data (wB97M-V/def2-TZVPD) for a molecular structure, C13H24AgCl3N3NbO3.

Calculated values
**Total charge**: +2
**Spin multiplicity**: 1
**Relative energy (zero: lowest compared OMol25 entry of this formula, charge and spin)**: 399.9 kJ/mol
**Electronic energy**: -67580.5282 eV

CARTESIAN COORDINATES (ANGSTROEM)
1 N -1.8308 -0.5241 0.5343
2 C -4.2455 -2.7193 1.1630
3 O -4.9476 -3.0539 2.0311
4 Ag -3.0090 -1.5244 1.9148
5 Nb -0.2510 0.2811 0.7881
6 N -0.1051 2.1360 -0.0697
7 N 0.9466 -1.0296 -0.2027
8 C -0.5009 2.5466 -1.4110
9 C 0.6821 -2.1389 -1.1009
10 C -0.6443 4.0751 -1.5134
11 C 0.5930 2.1362 -2.4076
12 C -1.8463 1.9142 -1.7782
13 C 0.3196 -3.3788 -0.2710
14 C 1.9353 -2.4906 -1.9140
15 C -0.4572 -1.7952 -2.0640
16 H -1.3461 4.4671 -0.7649
17 H -0.9987 4.3294 -2.5288
18 H 0.3389 4.5515 -1.3828
19 H 1.4960 2.7242 -2.1741
20 H 0.2766 2.3825 -3.4344
21 H 0.8189 1.0587 -2.3515
22 H -1.8686 0.8229 -1.6951
23 H -2.1233 2.1666 -2.8123
24 H -2.6442 2.2826 -1.1201
25 H 1.1521 -3.6817 0.3811
26 H 0.0703 -4.2085 -0.9505
27 H -0.5570 -3.1605 0.3543
28 H 2.7669 -2.8432 -1.2914
29 H 2.2682 -1.6224 -2.4984
30 H 1.6819 -3.2906 -2.6229
31 H -0.6213 -2.6799 -2.7058
32 H -0.1546 -0.9355 -2.6903
33 H -1.3719 -1.5659 -1.4914
34 C 0.7491 3.0207 0.6968
35 H 1.0246 2.5526 1.6511
36 H 1.7047 3.2680 0.2170
37 H 0.2051 3.9538 0.8806
38 C 2.1791 -1.1385 0.5884
39 H 2.1057 -0.5583 1.5344
40 H 2.4093 -2.1908 0.8575
41 H 3.0503 -0.7445 0.0292
42 Cl -0.2517 -1.3005 6.4029
43 C 0.4414 -0.4961 5.0035
44 Cl 0.8698 1.1960 5.3928
45 Cl 1.8951 -1.4014 4.4356
46 C -0.5415 -0.4896 3.7881
47 O -1.6008 -1.1123 3.8192
48 O -0.0635 0.2095 2.7835

(5)
Density functional theory data (wB97M-V/def2-TZVPD) for a molecular structure, CH6N4O.

Calculated values
**Total charge**: 0
**Spin multiplicity**: 1
**Relative energy (zero: lowest compared OMol25 entry of this formula, charge and spin)**: 682.3 kJ/mol
**Electronic energy**: -9135.8615 eV

CARTESIAN COORDINATES (ANGSTROEM)
1 N -0.0720 -0.1779 -0.8771
2 C 0.2006 -0.6646 0.3239
3 N -1.2097 0.5050 -1.0862
4 N 1.2809 0.7412 -1.0868
5 O -0.9422 0.5168 1.3691
6 N 1.0180 -1.3313 0.9761
7 H -1.3196 -0.0753 2.0299
8 H -1.5686 0.1740 -1.9830
9 H -1.4579 0.8988 0.2352
10 H 2.0885 0.1726 -0.8164
11 H 1.1934 1.4975 -0.4052
12 H 0.7887 -2.2566 1.3206